[1]
ORCA calculation (the ωB97M-V functional and the def2-TZVPD basis) on C31H39N7Pt as an isolated structure.

Geometry as XYZ:
```
78
Properties=species:S:1:pos:R:3:forces:R:3:mulliken_charge:R:1
Pt 0.1574 -0.0919 0.0310 0.322 -0.171 -0.070 4.12
C -2.3318 0.9779 -1.5307 -0.026 0.105 0.133 -1.13
C -1.4654 1.8663 -2.4111 -0.061 0.008 -0.159 -1.04
C -0.1188 1.3694 -2.8841 0.044 0.055 0.308 0.67
C 0.2308 1.5240 -4.2176 0.000 0.058 0.019 -1.05
C 1.5325 1.2824 -4.6237 -0.017 0.013 -0.052 -0.59
C 2.4667 0.9025 -3.6770 0.028 -0.019 0.073 -0.72
C 2.0379 0.7239 -2.3772 -0.075 -0.014 0.161 -0.47
N 0.7746 0.9272 -1.9813 0.105 -0.234 -0.364 -0.12
N -1.8592 0.8684 -0.1271 -0.298 0.221 -0.097 -0.59
C -1.8032 2.1956 0.5452 0.088 -0.002 0.042 -1.30
C -0.4207 2.8235 0.5921 -0.029 -0.275 -0.057 0.59
C -0.2481 4.1963 0.6410 -0.112 -0.019 -0.001 -1.10
C 1.0326 4.7088 0.7500 0.121 0.037 0.008 -0.41
C 2.1132 3.8382 0.7983 -0.092 0.041 -0.017 -0.94
C 1.8645 2.4834 0.7282 -0.127 -0.031 0.072 -0.19
N 0.6249 1.9905 0.6356 -0.042 0.242 0.184 -0.24
C -2.7721 -0.0301 0.6179 -0.111 0.167 -0.093 -1.88
C -2.2197 -0.3884 1.9764 0.075 0.127 -0.091 0.83
C -3.0202 -0.7978 3.0288 -0.017 0.058 -0.034 -1.11
C -2.4168 -1.1013 4.2381 0.032 -0.022 0.087 -0.52
C -1.0412 -0.9715 4.3676 -0.060 0.011 -0.027 -1.02
C -0.3144 -0.5607 3.2686 -0.035 0.077 -0.128 -0.34
N -0.8966 -0.2771 2.0992 -0.003 -0.469 0.156 0.26
H -2.4006 -0.0280 -1.9388 0.112 -0.041 -0.065 0.55
H -3.3497 1.3878 -1.5191 0.041 0.034 -0.002 0.56
H -1.3061 2.8305 -1.9174 0.034 -0.021 -0.001 0.33
H -2.0531 2.1077 -3.2985 -0.016 -0.061 0.037 0.65
H -0.5140 1.8690 -4.9206 0.005 -0.004 -0.050 0.50
H 1.8164 1.4124 -5.6588 -0.004 0.001 -0.027 0.46
H 3.5027 0.7314 -3.9300 0.020 0.010 -0.032 0.50
H 2.7233 0.3949 -1.6043 0.009 -0.041 -0.045 0.33
H -2.1312 2.0590 1.5777 0.019 0.044 -0.013 0.63
H -2.5185 2.8753 0.0756 0.037 0.043 0.016 0.49
H -1.1095 4.8490 0.5948 0.004 0.031 0.005 0.53
H 1.1896 5.7779 0.7929 -0.004 0.012 0.002 0.46
H 3.1272 4.1980 0.8829 0.028 0.030 0.003 0.46
H 2.6663 1.7575 0.7521 0.020 -0.016 0.009 0.51
H -2.9104 -0.9313 0.0159 -0.063 0.024 0.094 0.62
H -3.7588 0.4386 0.7196 0.027 -0.055 0.010 0.55
H -4.0922 -0.8666 2.9074 -0.033 -0.007 -0.013 0.56
H -3.0142 -1.4259 5.0785 -0.029 -0.005 0.014 0.47
H -0.5411 -1.1846 5.3000 0.017 -0.007 0.037 0.50
H 0.7616 -0.4517 3.3045 0.021 -0.006 0.008 0.50
C 3.0214 -2.6054 -1.9455 0.134 0.037 0.099 -0.93
C 1.7106 -2.5724 -2.7039 -0.193 0.037 -0.359 0.02
N 0.7087 -3.5316 -2.2522 0.290 -0.356 0.042 0.40
C 0.9212 -4.9184 -2.7081 0.050 0.207 0.130 -0.79
C 0.3968 -5.1510 -4.1148 0.008 -0.060 -0.054 -1.04
C -0.4259 -3.1258 -1.6948 0.024 0.068 0.059 1.41
C -1.5105 -4.1531 -1.4764 0.036 0.126 0.042 -1.90
N -0.6186 -1.8672 -1.3556 -0.841 -0.094 0.296 -0.60
H 3.7875 -2.0937 -2.5274 0.038 0.037 0.001 0.40
H 3.3729 -3.6243 -1.7858 0.003 -0.032 -0.008 0.34
H 2.9467 -2.1170 -0.9748 -0.047 -0.036 -0.003 0.00
H 1.8909 -2.7933 -3.7602 0.061 -0.001 0.030 0.32
H 1.2409 -1.5944 -2.6685 0.082 0.021 0.014 -0.31
H 0.4891 -5.6113 -1.9893 -0.088 0.026 -0.031 0.42
H 1.9968 -5.0891 -2.6696 -0.007 -0.037 -0.044 0.37
H -0.6631 -4.9134 -4.1922 -0.025 -0.019 -0.021 0.25
H 0.5297 -6.1928 -4.4017 0.017 -0.023 0.010 0.41
H 0.9298 -4.5409 -4.8427 0.012 0.025 -0.013 0.33
H -1.1795 -4.9106 -0.7662 0.012 -0.007 0.038 0.42
H -1.7858 -4.6612 -2.3967 0.011 -0.021 -0.036 0.42
H -2.3978 -3.6707 -1.0716 -0.017 -0.040 0.007 0.41
H -1.5938 -1.8200 -1.0696 0.231 0.016 -0.036 -0.72
N 1.3885 -1.5567 0.8073 0.101 -0.090 -0.069 0.12
C 1.4955 -2.7098 1.4554 0.290 0.829 -0.337 0.12
C 2.7799 -3.1068 1.9099 0.152 -0.305 0.172 -0.27
C 2.9219 -4.2888 2.6017 -0.054 0.130 -0.089 -0.64
C 1.8051 -5.0862 2.8519 -0.009 -0.001 0.005 -0.54
C 0.5372 -4.6951 2.4111 -0.050 0.019 -0.033 -1.19
C 0.3666 -3.5189 1.7170 -0.223 -0.321 0.111 0.23
H 3.6300 -2.4697 1.7112 0.001 0.031 -0.035 0.48
H 3.8985 -4.5935 2.9504 0.008 -0.026 0.016 0.46
H 1.9232 -6.0121 3.3955 -0.026 -0.044 0.020 0.46
H -0.3185 -5.3221 2.6209 -0.013 -0.025 0.011 0.49
H -0.6093 -3.1985 1.3688 0.076 0.004 0.025 0.78
```
Forces are in eV/Å.

Results
- ⟨S²⟩ = 6.064
- HOMO (spin up / spin down) (hartree) = -0.4781 / -0.5123
- calculated total energy (eV) = -46442.28209
- total charge = +2
- orbital gap (spin up / spin down) (Eh) = 0.30673 / 0.27735
- 2S+1 = 5

[2]
ORCA calculation (the ωB97M-V functional and the def2-TZVPD basis) on C31H40AsBrN6O5Sc as an isolated structure.

Geometry as XYZ:
```
85
Properties=species:S:1:pos:R:3:forces:R:3:mulliken_charge:R:1
Sc -0.3903 0.0086 -0.3976 0.134 0.403 0.283 -0.85
O 0.6239 1.4093 -3.9831 0.047 0.012 -0.048 -0.61
C 1.6217 0.6209 -4.4586 -0.042 0.050 0.015 0.36
C 2.1078 0.8874 -5.7332 0.003 0.013 -0.007 -0.61
C 3.1293 0.1193 -6.2653 -0.010 -0.006 0.009 -0.37
C 3.6725 -0.9353 -5.5423 -0.010 0.006 0.001 -0.85
C 3.1847 -1.1975 -4.2730 -0.003 0.003 -0.004 -0.57
C 2.1734 -0.4245 -3.7131 0.006 -0.019 -0.014 0.15
C 1.7443 -0.6804 -2.2953 0.005 -0.062 0.046 1.06
O 0.3847 -0.5556 -2.0641 0.228 -0.067 -0.137 -0.49
N 2.4174 0.3135 -1.4329 0.003 0.013 0.048 -0.41
N 1.9746 0.2466 -0.1374 -0.066 -0.004 -0.020 0.61
C 2.7482 0.6030 0.8083 -0.003 -0.006 0.031 -0.74
C 2.3477 0.6920 2.2028 -0.007 0.010 -0.041 0.50
Br 0.5738 0.1451 2.6159 -0.105 0.003 -0.061 0.07
C 3.1839 1.1132 3.1493 0.018 0.038 0.025 -0.90
C 2.9042 1.3496 4.5729 0.003 -0.028 -0.002 0.26
C 3.7746 0.8475 5.5387 0.010 0.005 -0.004 -0.50
C 3.5298 1.0726 6.8835 -0.008 0.005 0.002 -0.63
C 2.4289 1.8242 7.2712 0.001 -0.005 -0.008 -0.43
C 1.5768 2.3526 6.3113 0.002 -0.001 -0.002 -0.80
C 1.8083 2.1160 4.9654 -0.009 0.008 -0.001 0.04
H 0.1892 0.9576 -3.2391 -0.011 -0.031 -0.035 0.34
H 1.6642 1.7002 -6.2928 0.002 -0.001 -0.004 0.45
H 3.4958 0.3386 -7.2597 -0.001 0.000 0.001 0.39
H 4.4586 -1.5456 -5.9646 0.001 0.002 0.000 0.41
H 3.5928 -2.0214 -3.6960 0.001 0.002 -0.001 0.39
H 2.0754 -1.6935 -2.0094 -0.002 0.001 -0.008 -0.19
H 3.4281 0.3349 -1.5365 0.012 -0.011 0.013 0.39
H 3.7772 0.8984 0.5987 0.000 -0.006 0.008 0.49
H 4.1971 1.3211 2.8130 -0.002 -0.010 0.004 0.48
H 4.6411 0.2726 5.2342 -0.003 0.002 0.001 0.44
H 4.2030 0.6703 7.6286 -0.001 0.000 -0.001 0.39
H 2.2436 2.0092 8.3210 0.001 0.002 -0.001 0.39
H 0.7337 2.9606 6.6124 0.001 0.001 0.001 0.40
H 1.1668 2.5500 4.2083 0.017 0.009 0.013 0.49
C -4.8152 -1.7782 -1.0449 -0.006 -0.003 -0.005 -0.84
N -4.4205 -0.6542 -0.1926 0.008 0.020 -0.004 0.18
C -5.3259 0.1777 0.3926 0.019 -0.031 0.004 -0.20
C -4.9448 1.2344 1.1412 -0.008 0.004 -0.003 -1.21
C -3.5425 1.4457 1.2986 0.082 0.040 0.058 0.93
N -2.6701 0.6213 0.7355 0.211 -0.211 0.052 0.26
C -3.0876 -0.4021 -0.0183 0.082 0.042 -0.065 0.16
O -2.2210 -1.1204 -0.5767 -0.373 -0.060 -0.094 -0.44
N -3.0499 2.4613 2.0090 -0.005 -0.017 0.006 -0.33
H -5.8998 -1.8108 -1.0926 0.001 -0.004 0.002 0.36
H -4.4354 -2.7084 -0.6287 0.002 0.002 0.003 0.24
H -4.4032 -1.6435 -2.0423 0.000 0.006 -0.001 0.29
H -6.3654 -0.0615 0.2184 0.003 -0.004 -0.007 0.43
H -5.6750 1.8850 1.5963 -0.002 -0.002 -0.002 0.42
H -3.6485 3.1025 2.4971 -0.002 0.007 -0.006 0.23
H -2.0482 2.5470 2.1011 0.004 0.011 -0.013 0.08
O -1.3143 1.5881 -1.7320 -0.114 -0.090 0.060 -0.67
C -0.7248 2.5042 -1.1154 -0.063 0.020 -0.024 0.74
C -0.5393 3.9279 -1.5596 0.014 -0.008 -0.006 -0.63
C 0.2462 4.5271 -0.3929 -0.036 0.008 0.018 -0.44
C 0.4272 3.3656 0.5849 0.106 -0.020 -0.086 -0.15
O 0.9736 3.4313 1.6623 -0.038 -0.015 0.028 -0.58
N -0.1468 2.2186 0.0569 -0.034 0.049 -0.034 0.61
H -1.5067 4.3954 -1.7413 -0.004 -0.003 0.006 0.32
H 0.0025 3.9208 -2.5063 -0.005 0.002 -0.002 0.22
H -0.2708 5.3404 0.1148 0.001 0.008 -0.005 0.31
H 1.2295 4.9002 -0.6768 0.002 -0.012 0.003 0.29
C -1.3133 -4.3180 -1.1898 0.016 -0.004 0.009 -1.12
C 0.1510 -4.0252 -0.8803 -0.007 0.004 0.001 -0.66
As 0.3949 -2.6390 0.4801 -0.068 -0.104 0.003 0.99
C 2.2670 -2.9418 0.9772 0.000 0.002 -0.003 -0.05
C 2.5837 -4.3210 1.5433 0.007 0.006 -0.010 -1.40
C -0.5221 -3.4049 2.0368 -0.015 0.008 -0.009 -0.85
C -1.9465 -2.8854 2.2098 0.004 -0.011 -0.001 -0.71
H -1.3921 -5.0796 -1.9662 -0.001 0.004 0.001 0.47
H -1.8274 -3.4230 -1.5381 -0.012 0.015 -0.004 0.16
H -1.8377 -4.6955 -0.3092 0.002 0.000 -0.005 0.24
H 0.6638 -3.6664 -1.7750 -0.002 -0.004 0.002 0.32
H 0.6630 -4.9276 -0.5440 -0.008 0.002 -0.002 0.50
H 2.5230 -2.1621 1.6977 0.002 0.001 0.004 0.07
H 2.8564 -2.7440 0.0787 0.002 0.001 -0.003 0.27
H 2.0465 -4.5070 2.4730 -0.007 -0.001 0.005 0.30
H 3.6494 -4.4055 1.7600 -0.002 -0.003 0.005 0.43
H 2.3312 -5.1190 0.8448 0.010 0.009 0.004 0.32
H 0.0820 -3.1420 2.9069 0.006 0.001 0.008 0.53
H -0.5062 -4.4925 1.9496 -0.002 -0.003 0.000 0.53
H -1.9591 -1.7971 2.3181 0.010 0.002 0.004 -0.02
H -2.4090 -3.3106 3.1014 0.000 -0.004 0.002 0.50
H -2.5722 -3.1380 1.3522 0.005 0.002 0.004 0.03
```
Forces are in eV/Å.

Results
- energy above the lowest of the compared OMol25 structures with the same formula, charge and spin (eV) = 0.000
- HOMO (hartree) = -0.3760
- calculated total energy (eV) = -203556.88462
- total charge = +1
- orbital gap (Eh) = 0.28229